(1)
Formula: C11H16Si
Source: OMol25
Level of theory: the ωB97M-V functional and the def2-TZVPD basis

Geometry as XYZ:
```
28
Properties=species:S:1:pos:R:3:forces:R:3:lowdin_charge:R:1
C -0.5102 -1.0055 -3.3592 0.1 1.2 3.8 0.15
C -0.3873 -0.5244 -2.2331 0.0 0.2 -3.2 -0.20
C -0.4040 3.0392 0.0596 0.4 -0.4 -1.3 -0.16
C 0.7362 2.6590 -0.7081 1.0 -1.1 -0.8 -0.10
C -1.5687 2.4461 0.0553 -1.5 0.8 2.6 -0.15
C 0.8609 1.4025 -1.1764 1.6 -0.2 -2.4 -0.13
C -1.8008 1.2656 -0.7397 0.9 -3.3 -2.2 -0.06
C -0.1754 0.3539 -1.1514 -3.0 1.7 4.5 -0.38
C 1.4614 -2.0212 -0.5400 2.3 -0.8 3.6 -0.21
C -1.2052 -1.8551 0.9110 -0.9 1.5 -1.9 -0.19
C 1.1614 0.3080 1.8755 -0.1 -1.4 -1.3 -0.17
Si 0.3681 -0.7534 0.4867 -0.9 -1.6 -1.3 0.68
H -0.8738 -1.6414 -4.0769 -0.3 -1.0 -1.5 0.00
H -0.2840 3.9694 0.4481 0.0 2.5 1.9 0.07
H 1.4722 3.4644 -0.8380 0.1 -0.9 0.0 0.11
H -2.3257 2.9047 0.7918 0.7 -1.0 -1.6 0.14
H 1.7554 1.0005 -1.7574 -0.8 1.1 0.9 0.14
H -2.5061 0.5080 -0.3184 0.7 0.6 -0.2 0.09
H -2.2096 1.5510 -1.7464 0.4 -0.3 0.7 0.12
H 2.1574 -2.7792 0.1322 -2.1 1.5 -1.2 0.08
H 0.8999 -2.6243 -1.2452 0.2 0.3 -0.2 0.01
H 2.3018 -1.4258 -0.9019 -0.3 0.0 -1.0 0.01
H -0.9735 -2.8609 1.1450 0.8 -1.2 -0.2 -0.01
H -1.9897 -1.6642 1.6466 0.3 0.9 0.1 0.01
H -1.7700 -1.8396 -0.1148 1.0 -0.3 1.7 0.06
H 0.3426 1.0295 2.0493 0.7 -0.3 0.9 0.03
H 1.6000 -0.3954 2.6282 -1.1 0.9 0.0 0.04
H 2.0265 0.8124 1.4647 0.0 0.4 -0.2 0.01
```
Positions in Å, forces in eV/Å.

Properties
- Total charge: 0
- HOMO: -7.78 eV
- Maximum force: 5.7 eV Å⁻¹
- M: 176.3 g/mol
- Energy above the lowest of the compared OMol25 structures with the same formula, charge and spin: 5.190 eV
- E_LUMO: 0.767 eV
- HOMO-LUMO gap: 8.55 eV

=====

(2)
Formula: C11H17BI2N3O4Ti
Source: OMol25
Level of theory: the ωB97M-V functional and the def2-TZVPD basis

Geometry as XYZ:
```
39
Properties=species:S:1:pos:R:3:forces:R:3:lowdin_charge:R:1
Ti 0.1256 0.9203 -1.1510 3.0 -0.6 -1.8 1.03
I 2.8586 0.4982 -2.6282 -0.8 0.2 0.5 0.51
I 3.5704 1.0494 -0.1205 0.2 0.0 0.1 0.44
C -0.0453 3.9286 3.2391 0.1 0.5 0.3 0.04
N -0.1861 2.8633 2.2367 0.0 -0.3 -0.5 -0.06
C -0.8876 1.6571 2.6865 -0.2 -0.2 0.2 0.05
C 0.2978 3.0144 1.0502 0.0 0.4 0.4 -0.33
C 0.9637 4.2722 0.6243 0.1 0.0 -0.2 0.05
O 0.2181 2.0243 0.1599 -0.6 2.0 2.3 -0.22
H -0.5558 3.6286 4.1483 0.0 -0.1 0.0 0.12
H -0.4838 4.8636 2.8917 -0.1 -0.1 -0.1 0.12
H 1.0052 4.1015 3.4738 0.0 -0.1 -0.1 0.12
H -1.8662 1.9470 3.0678 0.0 0.1 0.0 0.13
H -0.3324 1.1940 3.5021 0.1 0.1 0.0 0.13
H -1.0141 0.9406 1.8849 0.0 0.0 -0.1 0.08
H 1.8649 4.4547 1.2149 0.0 0.0 0.0 0.12
H 0.3036 5.1289 0.7768 0.0 0.0 0.0 0.12
H 1.2395 4.2237 -0.4251 0.0 0.0 0.0 0.10
O 1.2482 -1.4460 0.3122 0.0 0.6 0.1 0.10
B 0.1241 -0.9762 -0.3075 0.2 -1.9 0.5 -0.60
O -0.7453 -1.9867 -0.6364 -0.4 0.5 -0.3 0.14
C -0.1474 -3.1530 -0.1724 0.6 -0.2 0.3 -0.16
C -0.5999 -4.4513 -0.2484 -0.2 0.1 -0.1 0.04
C 0.2481 -5.4184 0.2714 0.0 0.0 0.0 -0.02
C 1.4806 -5.0868 0.8438 0.0 -0.1 0.0 -0.02
C 1.9300 -3.7767 0.9144 0.1 0.2 0.1 0.04
C 1.0823 -2.8210 0.3951 -0.6 -0.5 -0.2 -0.16
H -1.5572 -4.7066 -0.6824 0.0 0.0 0.0 0.14
H -0.0551 -6.4552 0.2269 0.0 0.0 0.0 0.13
H 2.1002 -5.8764 1.2459 0.0 0.0 0.0 0.13
H 2.8821 -3.5202 1.3577 0.0 0.0 0.0 0.14
N -1.8925 0.7431 -4.5518 0.1 0.1 0.0 0.28
C -1.5997 0.0259 -3.4914 -0.4 -0.3 -0.4 -0.46
N -2.1587 -1.1329 -3.2309 0.1 0.0 0.1 0.28
O -0.6958 0.4825 -2.6407 -1.7 -0.3 -1.4 -0.17
H -2.5566 0.4304 -5.2477 0.0 -0.1 0.0 0.17
H -1.4291 1.6199 -4.7336 0.0 0.0 0.1 0.16
H -2.8601 -1.5354 -3.8372 0.0 0.0 -0.1 0.17
H -1.8742 -1.6693 -2.4188 0.1 0.0 0.1 0.13
```
Positions in Å, forces in eV/Å.

Properties
- Total charge: +3
- HOMO: -16.85 eV
- Maximum force: 3.6 eV Å⁻¹
- M: 567.8 g/mol
- Energy above the lowest of the compared OMol25 structures with the same formula, charge and spin: 0.400 eV
- E_LUMO: -11.583 eV
- HOMO-LUMO gap: 5.26 eV

=====

(3)
Formula: C11H17BN6V
Source: OMol25
Level of theory: the ωB97M-V functional and the def2-TZVPD basis

Geometry as XYZ:
```
36
Properties=species:S:1:pos:R:3:forces:R:3:lowdin_charge:R:1
C -1.1985 -0.5649 -2.3544 1.3 0.7 -0.4 -0.04
N -0.3405 0.0245 -1.4793 0.5 0.1 -1.5 -0.08
N 0.7048 0.5763 -2.2394 -0.7 -0.5 0.5 0.01
C 0.4630 0.3482 -3.5380 -0.2 -0.3 0.6 0.00
C -0.7157 -0.3880 -3.6580 -0.1 0.1 0.5 0.01
B 1.9288 1.2693 -1.5830 -0.8 1.0 -0.3 -0.46
N 1.3898 2.2666 -0.5282 -0.2 -0.1 0.9 -0.01
N 0.5541 1.8513 0.4964 0.2 0.8 0.1 -0.08
C 0.2191 2.9435 1.2220 1.1 0.0 -1.4 -0.07
C 0.8672 4.0557 0.6730 -0.1 0.0 0.1 0.00
C 1.5852 3.5939 -0.4238 -0.3 -0.5 0.3 -0.01
V -0.1753 -0.0807 0.4656 5.9 0.5 -3.1 0.81
N 2.7750 0.2022 -0.8272 3.2 -0.6 -0.6 0.05
N 2.2056 -0.5207 0.1929 0.1 -1.9 1.6 0.10
C 3.1338 -1.3500 0.6779 -2.2 1.2 -0.3 0.01
C 4.3345 -1.1559 -0.0349 0.9 -0.9 0.6 0.14
C 4.0690 -0.1633 -0.9716 -2.8 2.2 -1.3 0.08
H 2.9506 -2.0368 1.4826 -0.2 -0.1 0.1 0.15
H 4.6847 0.2992 -1.7284 0.1 -0.1 0.1 0.16
H 5.2626 -1.6696 0.1030 0.3 -0.2 0.1 0.15
H 2.6241 1.8269 -2.3973 -0.2 -0.3 0.2 0.14
H 2.2118 4.0915 -1.1484 -0.1 0.1 0.1 0.14
H 1.1559 0.7346 -4.2749 -0.2 -0.2 0.0 0.15
H 0.8147 5.0640 1.0335 0.0 0.2 0.0 0.12
H -1.1493 -0.7556 -4.5655 -0.2 0.0 -0.2 0.12
H -0.4567 2.8704 2.0600 0.2 0.1 0.0 0.12
H -2.0766 -1.0819 -1.9970 0.0 0.0 -0.1 0.14
H -0.5288 0.2398 2.3254 -0.4 0.1 0.0 0.09
C -1.5528 0.3218 1.8603 -1.7 0.3 1.4 -0.05
H -1.9315 1.3193 2.0710 0.0 0.0 -0.2 0.08
H -1.6735 0.0948 0.7199 -3.5 0.6 1.9 0.04
H -2.1668 -0.3951 2.4074 -0.1 0.0 -0.3 0.10
C -0.4258 -1.9666 0.7029 0.0 -1.3 0.3 -0.23
H -1.4994 -2.2134 0.7098 0.4 -0.3 0.2 0.05
H 0.0490 -2.1609 1.6795 -0.3 -0.5 -0.1 0.05
H 0.1117 -2.4748 -0.1096 -0.2 -0.2 0.4 0.04
```
Positions in Å, forces in eV/Å.

Properties
- Total charge: +2
- HOMO (alpha / beta): -15.84 / -15.91 eV
- 2S+1: 4
- Maximum force: 6.7 eV Å⁻¹
- M: 295.1 g/mol
- Energy above the lowest of the compared OMol25 structures with the same formula, charge and spin: 0.000 eV
- E_LUMO (alpha / beta): -7.529 / -11.418 eV
- HOMO-LUMO gap (alpha / beta): 8.31 / 4.49 eV

=====

no.,calculated total energy (Eh)
1,-718.05762
2,-2363.43264
3,-1726.08555